1.
Molecular formula: C36H28ClIrO5P2S
Method: DFT, the ωB97M-V functional and the def2-TZVPD basis

Strongest force on any atom, eV/Å: 5.7
Calculated total energy, eV: -92772.318
Charge: +2
HOMO-LUMO gap (alpha / beta), eV: 5.99 / 5.97
Multiplicity: 1
HOMO energy (alpha / beta), eV: -14.38 / -14.43
Energy above the lowest of the compared OMol25 structures with the same formula, charge and spin, eV: 5.2466

Atoms and positions in Å:
Ir (-0.879, -0.386, -0.441)
O (-0.975, 3.371, -1.096)
S (-0.596, 2.285, -0.242)
C (1.220, 2.478, -0.084)
C (1.701, 3.758, 0.133)
C (3.069, 3.980, 0.168)
C (3.944, 2.920, -0.007)
C (3.459, 1.644, -0.233)
C (2.082, 1.412, -0.307)
P (1.488, -0.260, -0.774)
C (2.735, -1.262, 0.088)
C (2.884, -1.053, 1.460)
C (3.908, -1.673, 2.148)
C (4.782, -2.514, 1.469)
C (4.615, -2.748, 0.114)
C (3.587, -2.134, -0.583)
C (1.807, -0.452, -2.549)
C (0.820, -1.099, -3.295)
C (1.026, -1.352, -4.638)
C (2.217, -0.967, -5.238)
C (3.198, -0.320, -4.497)
C (3.000, -0.056, -3.153)
C (-1.218, 2.713, 1.407)
C (-1.778, 3.967, 1.562)
C (-2.362, 4.310, 2.772)
C (-2.380, 3.397, 3.814)
C (-1.828, 2.136, 3.651)
C (-1.274, 1.765, 2.423)
P (-0.669, 0.068, 2.149)
C (-0.207, -0.503, 3.812)
C (0.783, 0.210, 4.488)
C (1.083, -0.111, 5.798)
C (0.421, -1.159, 6.424)
C (-0.536, -1.889, 5.735)
C (-0.842, -1.583, 4.421)
C (-2.110, -0.980, 1.717)
C (-3.443, -0.637, 1.925)
C (-4.443, -1.486, 1.480)
C (-4.129, -2.658, 0.798)
C (-2.807, -3.028, 0.608)
C (-1.783, -2.201, 1.060)
H (1.008, 4.576, 0.246)
H (3.447, 4.977, 0.327)
H (5.010, 3.084, 0.017)
H (4.148, 0.822, -0.362)
H (2.204, -0.378, 1.970)
H (4.041, -1.490, 3.204)
H (5.598, -2.979, 2.001)
H (5.299, -3.400, -0.406)
H (3.465, -2.314, -1.640)
H (-0.098, -1.419, -2.806)
H (0.268, -1.851, -5.219)
H (2.386, -1.170, -6.284)
H (4.123, -0.021, -4.966)
H (3.770, 0.440, -2.578)
H (-1.771, 4.647, 0.724)
H (-2.809, 5.286, 2.886)
H (-2.842, 3.663, 4.752)
H (-1.848, 1.427, 4.465)
H (1.291, 1.028, 3.994)
H (1.831, 0.452, 6.333)
H (0.655, -1.409, 7.447)
H (-1.053, -2.702, 6.220)
H (-1.587, -2.152, 3.885)
H (-3.692, 0.285, 2.428)
H (-5.477, -1.232, 1.658)
H (-4.919, -3.302, 0.444)
H (-2.569, -3.955, 0.111)
H (-0.755, -2.573, 1.082)
O (-4.123, 1.160, -2.228)
Cl (-3.013, 0.713, -1.561)
O (-1.778, 0.942, -2.261)
O (-3.042, -0.706, -1.312)
O (-2.865, 1.321, -0.255)

Löwdin atomic charge list, values in e, 4 entries: 0.920, -0.325, 0.924, -0.312

2.
Molecular formula: C5H11N3O
Method: DFT, the ωB97M-V functional and the def2-TZVPD basis

Strongest force on any atom, eV/Å: 2.4
Calculated total energy, eV: -11879.572
HOMO-LUMO gap, eV: 9.19
Multiplicity: 1
HOMO energy, eV: -8.26
Energy above the lowest of the compared OMol25 structures with the same formula, charge and spin, eV: 2.1991

Atoms and positions in Å:
C (-0.383, 0.016, -1.614)
C (1.507, 1.312, -0.605)
C (-0.940, -1.364, -1.742)
N (0.753, 0.063, -0.522)
H (1.376, -0.707, -0.753)
H (0.071, 0.372, -2.549)
H (-1.120, 0.740, -1.266)
H (0.846, 2.145, -0.382)
H (2.313, 1.303, 0.128)
H (1.943, 1.438, -1.604)
H (-0.306, -2.003, -2.352)
H (-0.927, -1.819, -0.666)
H (-1.958, -1.356, -2.118)
C (-0.180, 0.540, 2.009)
N (-0.877, 0.105, 3.086)
C (0.124, -0.609, 1.108)
O (0.119, 1.703, 1.832)
N (-0.122, -1.770, 1.026)
H (-1.104, -0.872, 3.184)
H (-1.136, 0.765, 3.801)

Löwdin atomic charge list, values in e, 4 entries: -0.198, -0.100, -0.117, -0.115

3.
Molecular formula: C45H48BN5O5P3Pt
Method: DFT, the ωB97M-V functional and the def2-TZVPD basis

Strongest force on any atom, eV/Å: 2.3
Calculated total energy, eV: -96916.770
Charge: +1
HOMO-LUMO gap (alpha / beta), eV: 7.70 / 4.93
Multiplicity: 5
HOMO energy (alpha / beta), eV: -9.86 / -10.55
Energy above the lowest of the compared OMol25 structures with the same formula, charge and spin, eV: 1.1721

Atoms and positions in Å:
Pt (0.195, -0.137, -0.405)
C (0.838, -5.481, 3.939)
C (1.794, -4.545, 3.582)
C (1.547, -3.656, 2.551)
C (0.334, -3.699, 1.874)
C (-0.628, -4.642, 2.233)
C (-0.367, -5.534, 3.256)
P (0.009, -2.518, 0.510)
C (-1.795, -2.476, 0.565)
C (-2.273, -1.709, 1.759)
C (-3.683, -1.253, 1.633)
C (-4.499, -1.768, 0.678)
C (-4.025, -2.660, -0.305)
C (-2.659, -2.945, -0.385)
C (0.378, -3.454, -0.995)
C (0.653, -4.803, -1.015)
C (0.907, -5.450, -2.230)
C (0.889, -4.745, -3.403)
C (0.638, -3.356, -3.417)
C (0.643, -2.613, -4.615)
C (0.398, -1.268, -4.598)
C (0.166, -0.610, -3.381)
C (0.151, -1.285, -2.182)
C (0.385, -2.685, -2.186)
H (1.033, -6.176, 4.740)
H (2.736, -4.512, 4.105)
H (2.294, -2.929, 2.259)
H (-1.568, -4.688, 1.701)
H (-1.104, -6.278, 3.519)
H (-2.201, -2.343, 2.667)
H (-4.020, -0.534, 2.365)
H (-5.535, -1.464, 0.647)
H (-4.700, -3.065, -1.041)
H (-2.273, -3.510, -1.224)
H (0.666, -5.373, -0.099)
H (1.110, -6.511, -2.237)
H (1.067, -5.248, -4.343)
H (0.847, -3.118, -5.546)
H (0.396, -0.689, -5.510)
H (-0.010, 0.453, -3.416)
C (-4.093, 1.922, -0.240)
N (-2.939, 1.665, -1.073)
C (-3.078, 0.493, -1.910)
P (-1.398, 1.966, -0.406)
O (-0.513, 2.218, -1.742)
O (-2.321, 1.534, 2.766)
P (-1.376, 0.460, 3.073)
O (-1.288, -0.670, 1.931)
N (-1.828, -0.392, 4.454)
C (-2.567, 0.349, 5.456)
C (-0.935, -1.386, 5.015)
N (0.224, 0.955, 3.081)
C (1.353, 0.061, 3.206)
C (0.507, 2.286, 3.578)
N (-1.712, 3.577, 0.041)
C (-1.350, 4.090, 1.340)
C (-1.713, 4.574, -1.008)
H (-4.958, 2.093, -0.881)
H (-3.910, 2.806, 0.363)
H (-4.309, 1.085, 0.428)
H (-3.569, 0.769, -2.847)
H (-3.671, -0.285, -1.421)
H (-2.094, 0.084, -2.155)
H (-3.118, 1.144, 4.959)
H (-1.911, 0.795, 6.211)
H (-3.268, -0.327, 5.949)
H (-0.409, -1.913, 4.222)
H (-1.530, -2.106, 5.582)
H (-0.196, -0.942, 5.690)
H (1.131, -0.893, 2.733)
H (1.632, -0.105, 4.254)
H (2.205, 0.507, 2.688)
H (-0.424, 2.798, 3.806)
H (1.053, 2.854, 2.824)
H (1.113, 2.242, 4.486)
H (-1.556, 3.314, 2.068)
H (-1.977, 4.956, 1.564)
H (-0.302, 4.397, 1.399)
H (-2.210, 4.175, -1.892)
H (-0.703, 4.900, -1.282)
H (-2.267, 5.443, -0.652)
O (0.764, 3.119, -3.525)
B (-0.410, 2.599, -3.022)
O (-1.359, 2.416, -4.021)
C (-0.724, 2.780, -5.183)
C (-1.176, 2.721, -6.484)
C (-0.284, 3.114, -7.474)
C (1.001, 3.542, -7.168)
C (1.457, 3.606, -5.858)
C (0.572, 3.212, -4.877)
H (-2.169, 2.379, -6.721)
H (-0.603, 3.076, -8.504)
H (1.666, 3.828, -7.967)
H (2.449, 3.947, -5.609)
N (9.453, 3.137, 1.304)
C (8.377, 2.804, 1.092)
C (7.049, 2.385, 0.840)
C (6.090, 3.302, 0.402)
C (4.797, 2.889, 0.167)
C (4.433, 1.554, 0.377)
C (5.402, 0.636, 0.806)
C (6.697, 1.045, 1.032)
C (3.106, 1.116, 0.183)
C (1.959, 0.707, 0.116)
H (6.368, 4.335, 0.254)
H (4.057, 3.595, -0.177)
H (5.127, -0.399, 0.944)
H (7.444, 0.338, 1.362)

Löwdin atomic charge list, values in e, 4 entries: 0.968, -0.062, -0.065, -0.096

4.
Molecular formula: C15H30BF4NOP2Pd
Method: DFT, the ωB97M-V functional and the def2-TZVPD basis

Strongest force on any atom, eV/Å: 8.4
Calculated total energy, eV: -53180.552
HOMO-LUMO gap (alpha / beta), eV: 6.86 / 7.98
Multiplicity: 5
HOMO energy (alpha / beta), eV: -6.39 / -8.92
Energy above the lowest of the compared OMol25 structures with the same formula, charge and spin, eV: 2.2471

Atoms and positions in Å:
Pd (-0.028, 0.026, 0.017)
P (-1.022, -0.491, -2.206)
P (0.927, 0.548, 2.260)
N (1.212, -1.234, -0.247)
H (-2.572, 2.511, -0.997)
C (-0.566, 0.581, -3.657)
H (-1.059, 0.255, -4.591)
H (0.528, 0.548, -3.791)
H (-0.855, 1.624, -3.439)
C (-2.870, -0.474, -2.311)
H (-3.223, -0.596, -3.350)
H (-3.246, 0.479, -1.904)
H (-3.263, -1.295, -1.689)
C (-0.592, -2.175, -2.820)
H (-1.167, -2.436, -3.726)
H (-0.801, -2.901, -2.018)
H (0.488, -2.208, -3.041)
C (2.106, 1.976, 2.429)
H (2.501, 2.072, 3.456)
H (1.584, 2.908, 2.150)
H (2.944, 1.828, 1.727)
C (-0.291, 0.918, 3.603)
H (0.209, 1.182, 4.551)
H (-0.926, 0.029, 3.755)
H (-0.935, 1.752, 3.279)
C (1.908, -0.849, 2.957)
H (2.223, -0.648, 3.996)
H (2.794, -1.009, 2.321)
H (1.288, -1.759, 2.919)
C (2.133, -2.212, -0.498)
C (4.243, -2.961, -1.479)
C (3.317, -1.942, -1.233)
C (1.912, -3.532, -0.020)
C (2.846, -4.539, -0.274)
C (4.016, -4.263, -1.004)
H (5.153, -2.738, -2.048)
H (3.484, -0.924, -1.600)
H (0.996, -3.732, 0.545)
H (2.662, -5.553, 0.099)
H (4.744, -5.056, -1.199)
C (-1.834, 2.791, -0.211)
O (-1.010, 1.684, 0.036)
C (-0.991, 3.958, -0.742)
H (-1.347, 4.910, -0.309)
H (-1.057, 4.029, -1.842)
H (0.067, 3.823, -0.460)
C (-2.601, 3.155, 1.065)
H (-2.039, 3.893, 1.665)
H (-2.766, 2.253, 1.679)
H (-3.586, 3.579, 0.813)
F (-1.797, 0.394, 0.874)
B (-3.045, 0.653, 1.477)
F (-4.167, 1.141, 0.625)
F (-3.471, -0.736, 1.441)
F (-3.157, 0.765, 2.968)

Löwdin atomic charge list, values in e, 4 entries: 0.709, 0.800, 0.805, -0.116

5.
Molecular formula: C10H33O6
Method: DFT, the ωB97M-V functional and the def2-TZVPD basis

Strongest force on any atom, eV/Å: 14.6
Calculated total energy, eV: -23175.152
Charge: +1
HOMO-LUMO gap, eV: 10.03
Multiplicity: 1
HOMO energy, eV: -12.38
Energy above the lowest of the compared OMol25 structures with the same formula, charge and spin, eV: 8.0627

Atoms and positions in Å:
O (-0.288, 0.310, 0.377)
H (0.193, -0.437, -0.107)
H (0.439, 0.778, 0.826)
H (-0.721, -0.024, 1.320)
C (-0.339, -3.530, 1.858)
C (0.994, -3.025, 1.366)
O (1.225, -1.678, 1.685)
H (-1.095, -2.920, 1.294)
H (-0.598, -3.197, 2.907)
H (-0.418, -4.548, 1.621)
H (1.153, -3.104, 0.266)
H (1.675, -3.583, 1.914)
H (2.132, -1.757, 1.920)
C (-0.584, 1.947, -2.988)
C (0.301, 2.979, -3.703)
O (0.040, 4.297, -3.609)
H (-0.606, 2.112, -1.958)
H (-0.416, 0.909, -3.297)
H (-1.692, 2.078, -3.184)
H (0.093, 2.743, -4.600)
H (1.405, 2.892, -3.441)
H (0.687, 4.752, -3.484)
C (2.603, 1.243, -1.081)
C (2.496, 2.378, -0.075)
O (1.889, 1.874, 1.123)
H (3.268, 1.487, -1.908)
H (1.696, 0.813, -1.340)
H (3.231, 0.567, -0.508)
H (1.721, 3.109, -0.537)
H (3.603, 2.747, 0.207)
H (2.054, 2.257, 1.827)
C (-2.466, -1.275, -1.392)
C (-1.532, -2.059, -2.229)
O (-0.201, -1.533, -1.809)
H (-2.746, -0.303, -1.942)
H (-2.228, -1.436, -0.337)
H (-3.342, -2.001, -1.260)
H (-1.803, -1.983, -3.314)
H (-1.303, -3.018, -2.201)
H (0.398, -1.867, -2.445)
C (-0.411, 0.525, 3.699)
C (-1.711, -0.131, 3.755)
O (-1.954, -0.428, 2.330)
H (0.666, 0.301, 3.334)
H (-0.088, 0.834, 4.975)
H (-0.604, 1.596, 3.120)
H (-2.348, 0.481, 4.155)
H (-1.657, -1.086, 4.406)
H (-2.810, -1.086, 2.462)

Löwdin atomic charge list, values in e, 4 entries: 0.147, 0.126, 0.071, 0.145

> The lowest energy above the lowest of the compared OMol25 structures with the same formula, charge and spin belongs to which entry?

C45H48BN5O5P3Pt

> Which formula does entry 4 have?

C15H30BF4NOP2Pd

What did the fifth record say?
Molecular formula: C10H33O6
Method: DFT, the ωB97M-V functional and the def2-TZVPD basis

Strongest force on any atom, eV/Å: 14.6
Calculated total energy, eV: -23175.152
Charge: +1
HOMO-LUMO gap, eV: 10.03
Multiplicity: 1
HOMO energy, eV: -12.38
Energy above the lowest of the compared OMol25 structures with the same formula, charge and spin, eV: 8.0627

Atoms and positions in Å:
O (-0.288, 0.310, 0.377)
H (0.193, -0.437, -0.107)
H (0.439, 0.778, 0.826)
H (-0.721, -0.024, 1.320)
C (-0.339, -3.530, 1.858)
C (0.994, -3.025, 1.366)
O (1.225, -1.678, 1.685)
H (-1.095, -2.920, 1.294)
H (-0.598, -3.197, 2.907)
H (-0.418, -4.548, 1.621)
H (1.153, -3.104, 0.266)
H (1.675, -3.583, 1.914)
H (2.132, -1.757, 1.920)
C (-0.584, 1.947, -2.988)
C (0.301, 2.979, -3.703)
O (0.040, 4.297, -3.609)
H (-0.606, 2.112, -1.958)
H (-0.416, 0.909, -3.297)
H (-1.692, 2.078, -3.184)
H (0.093, 2.743, -4.600)
H (1.405, 2.892, -3.441)
H (0.687, 4.752, -3.484)
C (2.603, 1.243, -1.081)
C (2.496, 2.378, -0.075)
O (1.889, 1.874, 1.123)
H (3.268, 1.487, -1.908)
H (1.696, 0.813, -1.340)
H (3.231, 0.567, -0.508)
H (1.721, 3.109, -0.537)
H (3.603, 2.747, 0.207)
H (2.054, 2.257, 1.827)
C (-2.466, -1.275, -1.392)
C (-1.532, -2.059, -2.229)
O (-0.201, -1.533, -1.809)
H (-2.746, -0.303, -1.942)
H (-2.228, -1.436, -0.337)
H (-3.342, -2.001, -1.260)
H (-1.803, -1.983, -3.314)
H (-1.303, -3.018, -2.201)
H (0.398, -1.867, -2.445)
C (-0.411, 0.525, 3.699)
C (-1.711, -0.131, 3.755)
O (-1.954, -0.428, 2.330)
H (0.666, 0.301, 3.334)
H (-0.088, 0.834, 4.975)
H (-0.604, 1.596, 3.120)
H (-2.348, 0.481, 4.155)
H (-1.657, -1.086, 4.406)
H (-2.810, -1.086, 2.462)

Löwdin atomic charge list, values in e, 4 entries: 0.147, 0.126, 0.071, 0.145

> calculated total energy of number 3 (C45H48BN5O5P3Pt)?

-96916.770 eV